# C4H6AuO2

A molecular structure, C4H6AuO2 (the ωB97M-V functional and the def2-TZVPD basis, OMol25).

Values from the calculation:
ΔE to the lowest compared entry with this formula, charge and spin in kJ/mol: 0.00
Lowest unoccupied orbital energy (spin up / spin down) in eV: 0.8 / -3.6
Energy in eV: -12023.5625
2S+1: 4
<S²>: 3.760
Gap between HOMO and LUMO (spin up / spin down) in eV: 7.703 / 6.688

Each line ends with the Mulliken spin population.
Cartesian coordinates (Å):
O -1.0914 -1.3033 -0.4562  0.587
C -1.1246 -0.0347 -0.6003  0.453
H 1.2244 -1.3435 -0.9607  0.002
H -0.7518 0.4089 -1.5465  0.039
C 2.0291 -0.5536 -0.8485  0.011
C 1.7802 0.4635 -0.0170  0.024
C 0.6988 0.4194 1.0250  0.056
O -0.5847 0.7632 0.5045  0.145
Au -2.2864 1.1814 1.0240  1.696
H 2.2818 1.4275 -0.1528  -0.001
H 2.7889 -0.4561 -1.6283  -0.001
H 0.8916 1.1537 1.8207  -0.011
H 0.6599 -0.5836 1.4773  0.000

# C4H6BaO2

A molecular structure, C4H6BaO2 (the ωB97M-V functional and the def2-TZVPD basis, OMol25).

Values from the calculation:
ΔE to the lowest compared entry with this formula, charge and spin in kJ/mol: 33.95
Lowest unoccupied orbital energy in eV: -0.5
Energy in eV: -9029.1942
Gap between HOMO and LUMO in eV: 5.572

Each line ends with the Mulliken charge.
Cartesian coordinates (Å):
O 2.0913 1.6091 -0.5332  -0.507
C 0.8031 1.0427 -0.5570  -0.370
C 0.5450 0.4745 0.8379  -0.465
C -0.7897 -0.1015 0.9794  0.011
C -1.9245 -0.5324 1.0842  -0.682
H 2.2935 1.9835 -1.3945  0.309
H 0.7367 0.2372 -1.3081  0.305
H 0.0367 1.7977 -0.7953  0.318
H 0.6328 1.2739 1.5892  0.262
H 1.3032 -0.2841 1.0828  0.294
H -2.9435 -0.8182 1.3128  0.501
O -1.5080 -3.6154 -2.1914  -1.167
Ba -1.2765 -3.0670 -0.1068  1.192

# C4H6BrCl

2 unconnected molecules or ions with the total composition C4H6BrCl (the ωB97M-V functional and the def2-TZVPD basis, OMol25).

Values from the calculation:
ΔE to the lowest compared entry with this formula, charge and spin in kJ/mol: 391.67
Lowest unoccupied orbital energy in eV: 0.0
Energy in eV: -86805.9416
Gap between HOMO and LUMO in eV: 8.905

Each line ends with the Mulliken charge.
Cartesian coordinates (Å):
C 0.0681 1.9690 -0.2336  -0.396
C -0.7446 1.0177 -0.6014  -0.156
C 0.0637 -1.2053 -0.6679  -0.632
C 0.7249 -1.2178 0.6578  -0.397
Cl -0.2262 -0.4980 1.9476  -0.144
Br -2.5662 1.1317 -0.4889  -0.088
H -0.3099 2.9915 -0.0182  0.226
H 1.0542 1.7941 -0.1894  0.285
H -0.9567 -1.5762 -0.4642  0.301
H 0.5800 -1.3768 -1.6227  0.309
H 1.7014 -0.8073 0.6475  0.362
H 0.6112 -2.2226 1.0334  0.330

# C4H6BrIO

A molecular structure, C4H6BrIO (the ωB97M-V functional and the def2-TZVPD basis, OMol25).

Values from the calculation:
ΔE to the lowest compared entry with this formula, charge and spin in kJ/mol: 77.97
Lowest unoccupied orbital energy in eV: -0.2
Energy in eV: -84434.1054
Gap between HOMO and LUMO in eV: 9.635

Each line ends with the Mulliken charge.
Cartesian coordinates (Å):
C 0.5427 -0.3402 -0.5237  0.575
C 0.3663 -0.3286 -2.0749  -0.920
C -0.0861 0.0619 2.1705  -0.836
C -0.4980 0.3376 0.3343  -0.346
O 1.6156 -0.6214 -0.0426  -0.504
Br -0.3879 2.3279 0.0299  -0.069
I -2.5114 -0.3676 0.0207  0.204
H -0.6877 -0.0984 -2.3689  0.321
H 0.6905 -1.3671 -2.4181  0.301
H 1.1073 0.4674 -2.4233  0.273
H 0.7403 0.8100 2.4787  0.295
H -1.1048 0.0987 2.4715  0.421
H 0.2133 -0.9801 2.3459  0.286